[1]
{"formula": "C12H31KNO7", "method": "ωB97M-V with the def2-TZVPD basis set", "total_energy_ha": -1656.584114, "gap_ev": 9.5002, "charge": 1, "homo_energy_ev": -11.920, "lumo_energy_ev": -2.42, "symbols": ["K", "C", "C", "O", "C", "O", "O", "C", "H", "H", "H", "H", "H", "H", "H", "H", "C", "O", "C", "C", "N", "C", "C", "O", "C", "H", "H", "H", "H", "H", "H", "H", "H", "H", "H", "H", "H", "H", "H", "H", "C", "O", "H", "H", "H", "H", "C", "O", "H", "H", "H", "H"], "xyz": [[0.075, -0.645, 0.702], [-2.052, -1.221, -3.204], [-0.926, -1.707, -2.292], [0.399, -1.470, -2.780], [1.191, -0.690, -2.021], [1.058, -0.298, -0.843], [2.405, -0.619, -2.566], [3.410, 0.284, -2.064], [-2.087, -1.666, -4.198], [-1.924, -0.154, -3.388], [-3.067, -1.283, -2.809], [-1.095, -2.781, -2.377], [-1.124, -1.313, -1.296], [4.323, -0.302, -1.961], [3.052, 0.766, -1.154], [3.465, 1.000, -2.884], [1.130, 2.771, -1.228], [0.899, 3.429, 0.061], [1.131, 2.688, 1.276], [-0.203, 2.365, 1.891], [-0.842, 1.344, 1.039], [-2.025, 0.857, 1.744], [-2.951, -0.042, 0.905], [-2.238, -1.113, 0.417], [-3.080, -1.930, -0.398], [2.155, 2.520, -1.500], [0.752, 3.381, -2.049], [0.686, 1.777, -1.293], [1.594, 3.414, 1.944], [1.897, 1.913, 1.246], [-0.779, 3.288, 1.946], [0.055, 1.957, 2.868], [-1.133, 1.809, 0.190], [-2.663, 1.654, 2.128], [-1.720, 0.445, 2.706], [-3.161, 0.501, -0.017], [-3.790, -0.425, 1.485], [-4.128, -1.828, -0.116], [-2.643, -2.922, -0.506], [-2.987, -1.672, -1.452], [-0.196, -2.408, 2.572], [-0.082, -1.027, 2.918], [0.823, -2.786, 2.653], [-0.662, -2.955, 3.392], [-0.737, -2.603, 1.646], [-0.591, -0.841, 3.711], [3.268, 0.010, 0.950], [2.087, -0.657, 0.500], [3.609, -0.397, 1.902], [3.994, 0.076, 0.139], [3.074, 1.044, 1.237], [2.358, -1.537, 0.230]], "lowdin_charge": [1.026, -0.051, -0.194, 0.091, -0.459, -0.285, 0.032, -0.005, 0.096, 0.093, 0.069, 0.141, 0.076, 0.116, 0.050, 0.114, -0.050, -0.152, -0.191, -0.163, -0.161, -0.199, -0.190, -0.332, -0.069, 0.068, 0.099, 0.059, 0.131, 0.079, 0.138, 0.134, 0.125, 0.130, 0.103, 0.143, 0.143, 0.115, 0.113, 0.022, -0.140, -0.236, 0.097, 0.104, 0.062, 0.099, -0.067, -0.306, 0.106, 0.075, 0.071, 0.132]}

***

[2]
{"formula": "C12H32BrN3O3P", "method": "ωB97M-V with the def2-TZVPD basis set", "total_energy_ha": -3781.587275, "gap_ev": 4.8017, "charge": -1, "homo_energy_ev": -2.509, "lumo_energy_ev": 2.29, "symbols": ["P", "C", "C", "C", "Br", "H", "H", "H", "H", "H", "H", "H", "H", "H", "H", "H", "C", "O", "N", "C", "C", "H", "H", "H", "H", "H", "H", "H", "C", "O", "N", "C", "C", "H", "H", "H", "H", "H", "H", "H", "C", "O", "N", "C", "C", "H", "H", "H", "H", "H", "H", "H"], "xyz": [[3.207, -0.927, -3.108], [1.933, 0.154, -2.183], [0.412, -0.466, -2.120], [-0.393, -0.452, -3.556], [-2.108, -1.502, -3.229], [2.230, -1.514, -3.989], [2.987, -2.075, -2.219], [4.253, -0.443, -2.219], [3.408, 0.200, -4.018], [4.239, -1.645, -3.827], [1.977, 1.270, -2.592], [2.315, 0.230, -1.056], [0.367, -1.529, -1.581], [-0.204, 0.258, -1.398], [0.163, -0.986, -4.436], [-0.632, 0.651, -3.945], [-3.077, 1.243, 1.220], [-2.131, 1.843, 0.726], [-3.478, -0.033, 0.886], [-4.612, -0.672, 1.520], [-2.744, -0.758, -0.131], [-3.704, 1.702, 2.003], [-4.272, -1.588, 2.011], [-5.352, -0.919, 0.753], [-5.070, -0.015, 2.263], [-1.701, -0.857, 0.185], [-2.777, -0.191, -1.066], [-3.178, -1.750, -0.286], [2.448, -3.909, 0.219], [2.022, -3.155, -0.646], [3.623, -4.628, 0.146], [4.057, -5.500, 1.217], [4.450, -4.508, -1.036], [1.899, -4.075, 1.160], [5.029, -5.156, 1.582], [4.149, -6.518, 0.828], [3.341, -5.495, 2.044], [4.744, -3.461, -1.161], [3.868, -4.816, -1.910], [5.342, -5.133, -0.948], [-3.257, 4.711, 3.551], [-3.384, 3.506, 3.377], [-2.352, 5.522, 2.900], [-2.265, 6.943, 3.165], [-1.459, 4.937, 1.922], [-3.885, 5.258, 4.273], [-2.462, 7.487, 2.236], [-1.258, 7.175, 3.522], [-2.994, 7.248, 3.921], [-2.053, 4.474, 1.128], [-0.856, 4.164, 2.407], [-0.803, 5.700, 1.493]], "lowdin_charge": [0.130, -0.452, -0.350, -0.546, 0.506, -0.098, -0.082, -0.105, -0.105, -0.129, 0.066, 0.068, 0.090, 0.088, 0.046, 0.084, -0.323, 0.002, -0.205, -0.074, -0.117, 0.103, 0.084, 0.084, 0.081, 0.089, 0.018, 0.074, -0.316, -0.012, -0.210, -0.082, -0.051, 0.122, 0.083, 0.081, 0.077, 0.091, 0.097, 0.080, -0.317, 0.000, -0.207, -0.074, -0.043, 0.124, 0.087, 0.087, 0.079, 0.088, 0.099, 0.087]}

***

[3]
{"formula": "C12H32F4N7O15S4", "method": "ωB97M-V with the def2-TZVPD basis set", "total_energy_ha": -3979.944559, "gap_ev": 7.2787, "charge": 1, "homo_energy_ev": -11.540, "lumo_energy_ev": -4.26, "e_above_lowest_kcal_mol": 83.94, "symbols": ["C", "C", "O", "N", "H", "H", "C", "H", "H", "H", "H", "H", "H", "C", "C", "O", "N", "H", "H", "C", "H", "H", "H", "H", "H", "H", "C", "C", "O", "N", "H", "H", "C", "H", "H", "H", "H", "H", "H", "C", "C", "O", "N", "H", "H", "C", "H", "H", "H", "H", "H", "H", "N", "S", "O", "O", "F", "S", "O", "O", "F", "N", "S", "O", "O", "F", "S", "O", "O", "F", "N", "O", "O", "O"], "xyz": [[-17.328, -17.238, -5.978], [-17.584, -15.981, -5.179], [-16.670, -15.145, -5.028], [-18.977, -15.742, -4.596], [-19.312, -16.684, -4.454], [-18.956, -15.181, -3.756], [-19.903, -15.035, -5.559], [-16.271, -17.244, -6.244], [-17.902, -17.294, -6.903], [-17.394, -18.083, -5.294], [-19.503, -14.060, -5.837], [-20.711, -14.758, -4.882], [-20.030, -15.577, -6.496], [-20.913, -11.248, 4.142], [-20.983, -12.275, 3.092], [-21.719, -13.233, 3.121], [-20.145, -11.857, 1.860], [-19.142, -11.843, 1.978], [-20.242, -12.571, 1.152], [-20.516, -10.420, 1.397], [-19.936, -10.956, 4.524], [-21.499, -11.637, 4.975], [-21.422, -10.312, 3.911], [-19.896, -9.612, 1.785], [-21.584, -10.253, 1.535], [-20.351, -10.451, 0.320], [-14.789, -13.417, -0.137], [-15.233, -13.922, 1.192], [-14.592, -13.893, 2.178], [-16.760, -13.996, 1.265], [-17.200, -13.097, 1.404], [-17.093, -14.287, 0.357], [-17.382, -14.980, 2.228], [-14.059, -12.653, 0.131], [-15.623, -12.984, -0.689], [-14.349, -14.196, -0.758], [-17.094, -14.668, 3.232], [-17.029, -15.968, 1.932], [-18.461, -15.045, 2.087], [-24.672, -9.176, -3.534], [-23.805, -9.970, -2.609], [-23.469, -9.553, -1.516], [-23.404, -11.380, -3.012], [-23.797, -12.036, -2.353], [-23.898, -11.658, -3.848], [-21.925, -11.603, -2.947], [-25.632, -9.606, -3.819], [-24.164, -8.912, -4.462], [-24.892, -8.209, -3.081], [-21.899, -12.637, -3.290], [-21.633, -11.492, -1.903], [-21.454, -11.011, -3.732], [-18.515, -19.090, -0.725], [-17.072, -18.232, -1.034], [-16.436, -17.505, 0.085], [-16.954, -17.577, -2.368], [-16.245, -19.559, -1.222], [-19.278, -17.784, -0.704], [-19.515, -17.086, -1.977], [-19.043, -16.959, 0.462], [-20.805, -18.325, -0.176], [-17.412, -11.535, 2.044], [-16.594, -10.753, 3.049], [-17.201, -9.596, 3.635], [-15.117, -10.763, 2.913], [-16.865, -11.721, 4.310], [-17.051, -10.402, 0.764], [-15.666, -10.355, 0.400], [-17.911, -9.237, 0.525], [-17.650, -11.359, -0.385], [-19.348, -13.818, -1.382], [-19.935, -13.094, -0.576], [-19.673, -13.903, -2.581], [-18.363, -14.485, -0.993]], "lowdin_charge": [0.023, -0.332, 0.128, 0.102, 0.152, 0.096, 0.023, 0.103, 0.095, 0.100, 0.104, 0.090, 0.107, 0.012, -0.359, 0.173, 0.104, 0.064, 0.098, 0.021, 0.104, 0.106, 0.101, 0.093, 0.100, 0.079, 0.037, -0.377, 0.197, 0.069, 0.054, 0.091, 0.025, 0.107, 0.077, 0.109, 0.100, 0.084, 0.087, 0.025, -0.354, 0.165, 0.080, 0.183, 0.176, 0.037, 0.105, 0.105, 0.108, 0.093, 0.096, 0.122, -0.226, 0.607, -0.301, -0.330, -0.168, 0.469, -0.340, -0.315, -0.247, -0.301, 0.441, -0.257, -0.256, -0.196, 0.628, -0.225, -0.261, -0.197, -0.525, -0.041, -0.041, -0.008]}

***

[4]
{"formula": "C12H32FO4Rb2", "method": "ωB97M-V with the def2-TZVPD basis set", "total_energy_ha": -924.767292, "gap_ev": [8.3656, 3.1288], "charge": 2, "spin_multiplicity": 2, "homo_energy_ev": [-14.748, -14.746], "lumo_energy_ev": [-6.38, -11.62], "e_above_lowest_kcal_mol": 5.59, "symbols": ["Rb", "Rb", "F", "C", "C", "C", "O", "H", "H", "H", "H", "H", "H", "H", "H", "C", "C", "C", "O", "H", "H", "H", "H", "H", "H", "H", "H", "C", "C", "C", "O", "H", "H", "H", "H", "H", "H", "H", "H", "C", "C", "C", "O", "H", "H", "H", "H", "H", "H", "H", "H"], "xyz": [[2.332, -2.210, 1.014], [-1.881, -3.159, -0.019], [-0.016, -0.880, -0.221], [-0.228, -2.728, -4.114], [0.437, -1.408, -3.799], [-0.563, -0.351, -3.694], [1.228, -1.530, -2.703], [-1.006, -2.735, -4.877], [-0.568, -3.313, -3.260], [0.489, -3.417, -4.561], [1.103, -1.261, -4.649], [-1.238, -0.587, -2.871], [-1.091, -0.338, -4.647], [-0.076, 0.623, -3.645], [0.629, -1.414, -1.962], [1.221, 2.402, -1.426], [2.329, 1.378, -1.187], [3.709, 1.937, -1.252], [2.151, 0.781, 0.034], [1.304, 3.320, -2.007], [0.775, 2.764, -0.499], [0.385, 1.889, -1.902], [2.280, 0.546, -1.889], [4.386, 1.125, -0.985], [3.754, 2.698, -0.473], [4.021, 2.483, -2.142], [1.264, 0.425, -0.056], [-2.976, 1.904, -0.760], [-2.441, 1.725, 0.700], [-3.266, 2.388, 1.719], [-2.204, 0.334, 0.889], [-3.962, 1.444, -0.815], [-2.381, 1.228, -1.375], [-2.984, 2.928, -1.135], [-1.479, 2.235, 0.756], [-2.693, 2.678, 2.600], [-3.961, 1.604, 2.021], [-3.800, 3.288, 1.414], [-1.377, 0.104, 0.458], [1.575, -1.832, 4.842], [0.084, -1.713, 4.680], [-0.149, -0.737, 3.561], [-0.423, -2.963, 4.423], [1.907, -2.539, 5.602], [2.116, -0.918, 5.087], [2.265, -2.135, 4.054], [-0.153, -1.315, 5.667], [-0.080, -1.267, 2.611], [0.373, 0.217, 3.501], [-1.192, -0.428, 3.627], [0.074, -3.274, 3.663]], "lowdin_charge": [0.911, 0.888, -0.622, -0.043, -0.564, -0.047, -0.028, 0.092, 0.060, 0.090, 0.159, 0.077, 0.102, 0.086, 0.022, -0.022, -0.540, -0.030, -0.107, 0.093, 0.071, 0.044, 0.123, 0.087, 0.092, 0.098, 0.005, 0.076, -0.365, 0.002, 0.194, 0.114, 0.079, 0.128, 0.184, 0.118, 0.116, 0.121, 0.054, -0.073, -0.506, -0.053, 0.010, 0.100, 0.098, 0.042, 0.165, 0.034, 0.103, 0.082, 0.081]}

***

[5]
{"formula": "C12H32I2O4Zn", "method": "ωB97M-V with the def2-TZVPD basis set", "total_energy_ha": -3152.188336, "gap_ev": 7.4293, "charge": 0, "homo_energy_ev": -7.439, "lumo_energy_ev": -0.01, "e_above_lowest_kcal_mol": 15.56, "symbols": ["Zn", "I", "I", "C", "C", "C", "O", "H", "H", "H", "H", "H", "H", "H", "H", "C", "C", "C", "O", "H", "H", "H", "H", "H", "H", "H", "H", "C", "C", "C", "O", "H", "H", "H", "H", "H", "H", "H", "H", "C", "C", "C", "O", "H", "H", "H", "H", "H", "H", "H", "H"], "xyz": [[0.092, 0.837, -0.709], [0.634, 0.319, -3.408], [-0.195, 3.625, -0.603], [-0.057, 2.323, 3.374], [0.363, 1.047, 2.667], [0.196, -0.182, 3.560], [-0.432, 0.871, 1.472], [0.479, 2.438, 4.318], [-1.123, 2.362, 3.606], [0.209, 3.171, 2.741], [1.370, 1.153, 2.270], [-0.878, -0.343, 3.661], [0.628, -0.067, 4.556], [0.724, -1.040, 3.144], [-1.359, 0.954, 1.720], [-0.511, -3.223, -1.545], [-0.660, -2.287, -0.353], [-0.528, -3.039, 0.966], [0.352, -1.258, -0.423], [0.331, -3.915, -1.446], [-0.311, -2.705, -2.488], [-1.423, -3.793, -1.732], [-1.611, -1.783, -0.475], [0.509, -3.253, 1.211], [-1.087, -3.975, 0.890], [-1.004, -2.480, 1.770], [1.211, -1.688, -0.494], [4.120, 1.343, -1.495], [3.298, 0.351, -0.688], [4.140, -0.248, 0.426], [2.146, 1.022, -0.135], [3.562, 1.800, -2.315], [4.934, 0.824, -2.008], [4.475, 2.161, -0.865], [2.909, -0.416, -1.360], [3.650, -1.052, 0.982], [4.403, 0.501, 1.180], [5.068, -0.647, 0.014], [2.469, 1.786, 0.365], [-3.960, -0.510, -1.851], [-2.931, 0.607, -2.015], [-3.503, 1.975, -2.281], [-2.072, 0.641, -0.855], [-4.732, -0.420, -2.619], [-4.515, -0.439, -0.908], [-3.493, -1.489, -1.928], [-2.303, 0.331, -2.863], [-3.987, 2.397, -1.389], [-4.227, 2.007, -3.094], [-2.728, 2.722, -2.466], [-2.646, 0.678, -0.082]], "lowdin_charge": [0.187, 0.102, 0.007, -0.051, -0.447, -0.038, -0.163, 0.085, 0.089, 0.053, 0.124, 0.086, 0.083, 0.071, 0.093, -0.056, -0.438, -0.034, -0.168, 0.087, 0.046, 0.085, 0.113, 0.086, 0.086, 0.068, 0.097, -0.051, -0.486, -0.047, -0.198, 0.068, 0.090, 0.091, 0.087, 0.075, 0.086, 0.085, 0.087, -0.038, -0.477, -0.059, -0.185, 0.086, 0.085, 0.070, 0.064, 0.088, 0.085, 0.045, 0.098]}